The following is a DFT calculation (the ωB97M-V functional and the def2-TZVPD basis) of a cluster of 3 separate species, H6O3 in total in a non-equilibrium geometry.

```
! wB97M-V def2-TZVPD RIJCOSX def2/J DEFGRID3
* xyz -1 2
O -0.31 0.75 -0.36
H 0.47 0.99 -0.86
H -0.01 0.71 0.55
O -2.36 0.32 -2.00
H -2.29 -0.63 -2.11
H -1.68 0.54 -1.36
O 1.70 -1.01 1.99
H 2.37 -0.88 1.33
H 2.12 -0.78 2.82
*
```

Summary:
HOMO level (spin up / spin down) = 0.862 / -6.891 eV
Frontier orbital gap (spin up / spin down) = 0.121 / 0.405 Ha
E = -6239.0117 eV
Energy above the lowest of the compared OMol25 structures with the same formula, charge and spin = 14.5 kJ/mol



The following is a DFT calculation (the ωB97M-V functional and the def2-TZVPD basis) of a cluster of 3 separate species, H6O3 in total in a non-equilibrium geometry.

```
! wB97M-V def2-TZVPD RIJCOSX def2/J DEFGRID3
* xyz 0 1
O 0.19 -0.69 -0.51
H 0.97 -0.19 -0.47
H -0.17 -0.55 -1.36
O -2.15 -1.23 1.18
H -1.84 -2.08 1.46
H -1.46 -0.95 0.56
O 1.44 1.82 -0.70
H 0.89 2.29 -0.07
H 2.12 1.58 -0.09
*
```

Summary:
HOMO level = -10.859 eV
Frontier orbital gap = 0.418 Ha
SMILES string = O.O.O
E = -6239.7319 eV
Energy above the lowest of the compared OMol25 structures with the same formula, charge and spin = 50.3 kJ/mol



The following is a DFT calculation (the ωB97M-V functional and the def2-TZVPD basis) of a cluster of 3 separate species, H6O3 in total.

```
! wB97M-V def2-TZVPD RIJCOSX def2/J DEFGRID3
* xyz 0 1
O -0.26 -0.60 -0.58
H 0.02 -0.97 -1.42
H 0.56 -0.29 -0.16
O -2.30 1.46 -0.59
H -1.69 0.73 -0.37
H -2.46 1.36 -1.54
O 2.06 -0.60 1.16
H 2.58 -0.01 1.72
H 1.49 -1.09 1.78
*
```

Summary:
HOMO level = -10.654 eV
Frontier orbital gap = 0.412 Ha
SMILES string = O.O.O
E = -6240.0017 eV
Energy above the lowest of the compared OMol25 structures with the same formula, charge and spin = 24.3 kJ/mol



The following is a DFT calculation (the ωB97M-V functional and the def2-TZVPD basis) of a structure of composition H6O3 in a non-equilibrium geometry.

```
! wB97M-V def2-TZVPD RIJCOSX def2/J DEFGRID3
* xyz 0 1
O 0.71 1.87 0.27
H 1.48 1.44 0.65
H 0.15 1.16 -0.02
O 0.14 -1.93 -0.07
H 0.80 -2.01 0.62
H 0.50 -1.29 -0.69
O -0.94 0.45 -0.14
H -1.81 0.45 0.27
H -1.03 -0.14 -0.89
*
```

Summary:
HOMO level = -10.217 eV
Frontier orbital gap = 0.392 Ha
E = -6238.7584 eV
Energy above the lowest of the compared OMol25 structures with the same formula, charge and spin = 144.2 kJ/mol



The following is a DFT calculation (the ωB97M-V functional and the def2-TZVPD basis) of a cluster of 3 separate species, H6O3 in total.

```
! wB97M-V def2-TZVPD RIJCOSX def2/J DEFGRID3
* xyz 0 1
O 0.92 -0.60 -1.75
H 0.29 -0.57 -1.03
H 0.93 0.30 -2.10
O 1.16 1.04 1.52
H 0.61 1.05 2.30
H 0.64 0.59 0.86
O -1.26 -0.36 -0.09
H -2.21 -0.32 -0.15
H -1.08 -1.12 0.46
*
```

Summary:
HOMO level = -11.038 eV
Frontier orbital gap = 0.415 Ha
SMILES string = O.O.O
E = -6239.7153 eV
Energy above the lowest of the compared OMol25 structures with the same formula, charge and spin = 51.9 kJ/mol



The following is a DFT calculation (the ωB97M-V functional and the def2-TZVPD basis) of a cluster of 3 separate species, H6O3 in total in a non-equilibrium geometry.

```
! wB97M-V def2-TZVPD RIJCOSX def2/J DEFGRID3
* xyz 0 1
O 0.20 1.52 0.26
H -0.46 1.22 -0.35
H -0.15 2.32 0.69
O -1.72 -0.96 -1.07
H -1.30 -0.99 -0.17
H -1.02 -1.11 -1.73
O 1.42 -1.02 0.69
H 1.97 -0.75 1.44
H 1.07 -0.23 0.25
*
```

Summary:
HOMO level = -11.229 eV
Frontier orbital gap = 0.434 Ha
SMILES string = O.O.O
E = -6239.8153 eV
Energy above the lowest of the compared OMol25 structures with the same formula, charge and spin = 42.3 kJ/mol